Entry 1:
93
Properties=species:S:1:pos:R:3:forces:R:3 method="wB97M-V/def2-TZVPD" multiplicity=5 molar_mass_g_mol=810.66 s_squared=6.039 e_above_lowest_ev=4.847 e_homo_ev="-4.39 / -4.43" charge=-1
I -3.310593 1.741625 -1.082962 -0.1 0.1 -0.1
Cr -0.635775 1.333747 -0.511513 -0.1 0.0 0.4
P -0.627030 -2.055261 -0.560057 0.1 0.0 0.0
O 1.380726 1.725005 -0.512725 0.0 -0.3 -0.2
O 0.928884 4.375467 4.440765 0.0 0.0 0.0
O -0.565514 3.504456 -0.507873 -0.1 0.1 -0.1
N -0.697520 1.518519 1.518878 0.3 0.1 0.0
N -0.403298 1.857921 -2.547119 0.1 0.1 -0.1
N -0.559192 -0.514531 -0.698323 -0.2 -0.1 -0.1
N 3.873321 3.905010 1.014650 -0.1 0.0 -0.1
N 4.744879 0.281753 2.495292 0.0 0.0 -0.1
N 2.386744 0.798599 0.219014 -0.1 0.0 0.2
N 4.487020 -0.035886 0.025103 -0.2 0.2 -0.1
C 0.627733 -4.267711 -2.019509 0.0 0.0 0.0
C -2.282156 -2.744202 -1.222903 0.0 0.0 0.0
C -1.739234 -2.412526 1.992892 0.0 0.0 0.0
C -4.230028 0.712713 2.329937 0.0 0.0 0.0
C -0.567688 0.985446 -3.538792 0.0 0.0 0.0
C 3.671885 3.262159 -1.286581 0.0 0.0 0.0
C 2.349572 3.287143 2.769112 0.0 0.0 0.1
C -0.154842 3.137265 -2.828010 0.0 0.0 0.0
C 4.587279 0.164407 1.350567 -0.1 -0.1 0.1
C -0.468121 1.353686 -4.865929 0.0 0.0 0.0
C 0.651564 -1.803613 1.896157 0.0 0.1 0.1
C -1.739859 0.617804 3.561214 0.0 0.0 0.0
C 3.266756 3.168050 0.158359 0.0 0.0 0.1
C -0.432006 -2.664643 1.227997 0.0 0.0 0.0
C 0.256756 2.139754 2.210982 -0.1 -0.1 -0.1
C 0.037480 4.072282 -1.664785 0.0 0.0 0.0
C 1.038732 -1.933432 -2.798274 0.0 0.0 0.0
C -4.120961 0.225262 3.632408 0.0 0.0 0.0
C -2.568857 -4.240049 -1.035593 0.0 0.0 0.0
C -2.345087 -2.435340 -2.725773 0.0 0.0 0.0
C -0.084419 -4.147377 1.417834 0.0 0.0 0.0
C 1.976193 3.420891 4.217899 0.0 0.1 0.0
C 3.382536 0.320104 -0.618992 0.3 0.0 -0.1
C 0.795058 -2.814405 -1.564505 0.0 0.0 0.0
C -2.872238 0.187972 4.239461 0.0 0.0 0.0
C -1.837685 1.116647 2.255125 0.0 0.0 0.0
C -0.053505 3.588701 -4.133814 0.0 0.0 0.0
C -3.441185 -1.962437 -0.571848 0.0 0.0 0.0
C -3.098814 1.146747 1.686779 0.1 -0.1 0.1
C 1.527922 2.554758 1.832592 -0.1 0.0 -0.1
C 3.490334 3.871079 2.344495 0.0 -0.1 0.1
C 2.195381 2.187789 0.575400 0.2 0.2 0.0
C -0.204776 2.679894 -5.165926 0.0 0.0 0.0
C 2.093451 -2.715989 -0.753575 0.1 0.0 -0.1
H 2.159842 -3.446139 0.048436 0.0 0.0 0.0
H 2.935440 -2.894466 -1.428500 0.0 0.0 0.0
H 4.700695 3.615568 -1.322077 0.0 0.0 0.0
H 0.190636 -1.900260 -3.481177 0.0 0.0 0.0
H -0.802965 -4.816819 0.946081 0.0 0.0 0.0
H -3.856355 -2.488913 0.284693 0.0 0.0 0.1
H -1.833719 -4.892300 -1.500569 0.0 0.0 0.0
H -0.101300 -4.359935 2.492149 0.0 0.0 0.0
H -2.134859 -1.412765 1.826992 0.0 0.0 0.0
H -0.766619 0.510592 4.026799 0.0 0.0 0.0
H -3.140792 -0.967658 -0.255160 0.0 0.0 0.0
H -2.226324 -1.365334 -2.901858 0.0 0.0 0.0
H -0.125205 3.006696 -6.194973 0.0 0.0 0.0
H -4.998193 -0.128337 4.162047 0.0 0.0 0.0
H 1.169767 5.166709 3.948010 0.0 0.0 0.0
H -0.600883 0.612102 -5.641004 0.0 0.0 0.0
H 0.908459 -4.405602 1.059594 0.0 0.0 0.0
H -0.150354 -4.387358 -2.773239 0.0 0.0 0.0
H -2.509756 -3.139711 1.745362 0.0 -0.1 -0.1
H 1.661481 -2.077555 1.600040 -0.1 0.0 0.1
H -3.335240 -2.719640 -3.094682 0.0 0.0 0.0
H 2.227662 -1.721307 -0.341330 0.0 0.0 -0.1
H 3.592736 2.298530 -1.791278 0.0 0.0 0.0
H 0.135912 4.635845 -4.329398 0.0 0.0 0.0
H 3.057275 3.986467 -1.828690 0.0 0.0 0.0
H 1.570088 -4.588969 -2.474956 0.0 0.0 0.0
H -1.532615 -2.511202 3.062581 0.0 0.0 0.0
H 1.892322 -2.345112 -3.346000 0.0 0.0 0.0
H 1.608959 2.478130 4.622883 0.0 0.0 0.0
H 4.162917 4.369708 3.032037 0.0 0.0 0.0
H -0.015078 2.421774 3.225006 -0.1 0.0 0.0
H -3.537975 -4.455632 -1.499099 0.0 0.0 0.0
H -5.193580 0.753467 1.831529 0.0 0.0 0.0
H 0.581752 -1.932601 2.981154 0.0 0.0 0.0
H -1.607242 -2.985219 -3.307567 0.0 0.0 0.0
H -2.768215 -0.209190 5.242137 0.0 0.0 0.0
H -4.245551 -1.832298 -1.301265 0.0 0.0 0.0
H -0.418266 5.039174 -1.885411 0.0 0.0 0.0
H 1.298840 -0.921977 -2.487840 0.0 0.0 0.0
H 2.869384 3.699455 4.784592 0.0 0.0 0.0
H 1.106978 4.208482 -1.497327 0.0 0.0 0.0
H 0.514898 -0.748434 1.662914 0.0 0.0 0.0
H -0.141778 3.839680 0.296073 0.1 -0.1 0.1
H -2.655817 -4.511988 0.014334 0.0 0.0 0.1
H -0.776117 -0.022849 -3.215123 0.0 0.0 0.0
H 0.418944 -4.948042 -1.194486 0.0 0.0 0.0

=====

Entry 2:
89
Properties=species:S:1:pos:R:3:forces:R:3 method="wB97M-V/def2-TZVPD" molar_mass_g_mol=577.77 e_above_lowest_ev=0.000 e_homo_ev=-6.93
O -0.602648 0.749289 -2.671215 -0.8 0.7 -0.3
O 1.073106 2.217935 -2.190972 -0.5 -0.7 -0.5
O 3.397704 1.102614 -2.735330 0.4 -0.9 0.2
O 3.654448 -0.929180 -1.783487 -0.8 0.8 -0.7
O -4.512796 -3.437588 2.918790 1.1 1.1 -0.5
N 4.482947 4.637818 1.484265 1.2 0.3 -0.1
N -1.830757 -1.459500 1.766658 0.7 -0.2 -0.4
N -3.575337 -1.341102 3.174969 -0.2 -0.6 -0.3
C -3.682421 -2.582402 2.613904 -0.6 -0.6 0.5
C -3.922697 -4.099452 -0.041732 0.1 -0.3 -0.1
C 0.689237 1.066286 -2.374852 0.6 0.2 0.4
C -4.520942 -0.885385 4.163293 0.0 0.3 0.2
C 4.190044 2.397013 0.525711 -0.3 0.9 0.5
C 5.125632 4.757976 2.779602 -0.3 -0.2 -0.1
C 0.840800 -1.430372 -2.796656 0.1 -0.2 -0.2
C 4.843167 1.159943 -2.796453 -0.5 0.0 0.0
C 2.906911 -0.046206 -2.236442 0.4 -0.8 0.8
C 4.322624 5.917808 0.822235 -0.3 -0.4 0.1
C -1.450659 1.802854 -3.175564 0.4 -0.4 0.1
C -0.676524 -1.251775 1.088903 0.3 0.4 0.3
C 2.293511 3.530430 1.514570 0.3 0.1 -0.2
C -3.238488 -5.321569 -0.006986 -0.7 -0.1 0.0
C -1.690455 2.879196 -2.155403 0.0 0.6 0.2
C 3.389825 1.301339 0.260152 -0.2 -0.3 0.4
C -2.479379 -0.513022 2.677039 -0.3 0.3 0.1
C 1.446777 -0.167182 -2.208121 -0.1 1.5 -0.7
C -5.304868 -4.084710 -0.218287 0.0 -0.2 0.1
C 5.127697 2.544815 -3.283267 0.3 0.4 -0.3
C 1.997882 1.319831 0.514638 0.5 0.9 0.2
C -2.586586 -2.697471 1.557743 0.3 -0.2 0.8
C 1.778182 -2.114071 -3.797705 0.0 0.0 0.0
C -0.039275 -0.034312 0.925436 -1.0 0.1 0.4
C 0.382138 -2.434536 -1.760635 -0.3 -0.3 0.0
C -5.345867 -6.508209 -0.230168 0.0 0.4 0.0
C 1.475021 2.472450 1.150359 0.2 -0.4 -0.2
C 3.660962 3.544435 1.170943 -0.7 -0.9 -0.2
C -1.578515 -0.076248 3.844602 0.0 -0.3 0.0
C 1.176024 0.157358 0.252661 1.3 -1.8 -0.2
C -3.954947 -6.521904 -0.104109 0.2 0.2 0.0
C -6.020674 -5.279901 -0.295278 0.3 -0.2 0.0
C -3.036742 0.717292 1.953461 -0.2 0.0 -0.2
C -3.161398 -2.812041 0.149771 -0.2 0.1 -0.3
H 4.640073 3.291590 -2.650410 0.1 -0.1 0.0
H -0.024308 -3.317843 -2.274807 0.1 0.1 0.3
H -0.468594 0.828181 1.453615 0.2 -0.6 -0.6
H -1.418216 -0.928271 4.518624 0.1 0.2 -0.2
H -3.413686 -7.469247 -0.077473 -0.2 0.2 0.0
H -5.907328 -7.445513 -0.270813 0.2 0.3 0.0
H 6.202503 2.720562 -3.273606 0.1 0.1 0.0
H 6.047771 5.335915 2.654801 0.0 -0.1 0.1
H -2.499228 3.532358 -2.489798 -0.1 0.0 0.0
H -0.414292 -1.985830 -1.165814 0.1 -0.1 -0.2
H -2.082826 0.726541 4.399087 0.2 -0.2 -0.1
H 5.302898 6.414410 0.805678 -0.3 0.0 -0.1
H -2.246173 1.266131 1.435837 -0.3 0.0 0.1
H 1.324460 -3.054390 -4.148803 0.2 0.3 0.0
H -2.155827 -5.320257 0.111972 -0.2 -0.1 -0.1
H -5.301207 -1.638880 4.273567 0.2 0.0 -0.1
H -0.772877 3.467946 -2.055250 -0.4 -0.1 0.2
H 4.770764 2.672465 -4.308477 0.0 0.0 0.1
H 1.675236 -0.724650 -0.175376 -0.1 0.5 1.0
H -0.609024 0.281443 3.485227 -0.2 0.0 0.1
H 2.733685 -2.335862 -3.303834 -0.2 -0.1 -0.3
H -3.506909 1.384248 2.688446 0.1 -0.1 -0.3
H -2.336426 -2.752463 -0.572226 -0.2 0.1 0.1
H 3.872309 0.374723 -0.049710 -0.3 0.3 -0.2
H 0.420290 2.515381 1.409642 0.2 0.1 -0.1
H -0.202207 -2.176765 0.721527 -0.5 0.6 0.0
H -1.943398 -3.565483 1.802314 -0.3 0.3 -0.2
H -5.819729 -3.119607 -0.263173 0.1 -0.4 0.0
H -0.973795 2.221471 -4.072294 -0.2 -0.1 0.1
H -7.105349 -5.254645 -0.402940 0.3 0.0 0.0
H 3.608405 6.561537 1.360347 0.0 0.1 -0.2
H -4.033345 -0.733213 5.132401 -0.1 0.0 -0.1
H -3.781994 0.408036 1.208932 0.1 0.1 0.2
H 5.372128 3.776340 3.194266 0.0 0.1 -0.1
H -3.833255 -1.952797 -0.010694 0.3 -0.2 -0.1
H 5.242401 2.400510 0.243964 -0.2 -0.1 0.2
H -2.377579 1.291526 -3.449078 0.2 0.1 -0.1
H 5.271933 0.985329 -1.801526 -0.1 -0.1 -0.3
H 3.967231 5.757213 -0.201538 0.1 0.1 0.2
H -1.971972 2.460775 -1.179899 0.1 0.0 -0.2
H 5.206792 0.394541 -3.496685 -0.1 0.1 0.3
H 1.877521 4.369600 2.075219 0.1 -0.1 -0.2
H -0.053779 -1.079359 -3.331040 0.4 -0.4 0.1
H 4.495026 5.295761 3.504674 0.0 0.0 0.1
H -4.972884 0.061904 3.852778 0.0 -0.1 0.0
H 1.203823 -2.746607 -1.102865 -0.1 0.0 -0.1
H 1.948314 -1.443307 -4.651819 0.1 -0.3 0.1

=====

Entry 3:
93
Properties=species:S:1:pos:R:3:forces:R:3 method="wB97M-V/def2-TZVPD" molar_mass_g_mol=844.00 e_above_lowest_ev=0.847 e_homo_ev=-7.14
Au 1.151874 0.931382 -0.187162 -0.5 0.4 -0.8
S 0.245321 1.735198 3.167230 0.0 0.0 0.0
Si -2.312617 -0.930872 -0.772130 0.0 0.1 0.0
Si -0.201569 -1.796108 -3.221281 0.0 0.5 -0.2
O 4.242111 -0.513851 2.117594 0.0 0.0 0.0
O 0.766658 5.016136 -0.382500 0.0 0.0 0.0
N -0.021725 -0.194229 4.959090 0.0 -0.1 0.0
N 2.450867 -0.431877 0.666630 -0.1 -0.2 0.0
N 2.461512 2.189353 0.792356 -0.1 -0.2 0.0
N 0.370478 2.767050 -0.720973 0.0 0.0 0.0
N -1.956976 0.490892 3.932752 0.0 0.0 0.1
C -0.752688 2.660085 -2.871741 0.0 0.1 0.0
C 2.383522 -4.499900 -0.339100 0.0 0.0 0.0
C -1.987432 3.915796 0.517303 0.0 0.0 0.0
C 0.423210 -2.073722 1.814213 0.1 0.0 0.1
C 4.587359 -1.472454 -0.949293 0.0 0.0 0.0
C 1.408826 -3.973493 0.491436 0.0 0.0 0.0
C 3.399319 0.099006 1.484086 0.0 0.0 0.0
C -0.666144 -3.611450 -3.205125 -0.1 -0.1 0.2
C 2.192845 3.476204 0.711180 0.1 0.0 0.0
C -1.902559 2.818909 -3.634660 0.0 0.0 0.0
C 3.946238 3.804206 2.279249 0.0 0.0 0.0
C 2.953128 4.348846 1.468215 0.0 0.0 0.0
C 3.413251 -3.689179 -0.793506 0.0 0.0 0.0
C -0.683869 -1.252760 5.709122 0.0 0.0 0.0
C 2.473123 -1.821144 0.381384 0.0 0.0 0.0
C -3.561417 -0.359379 -2.042133 -0.1 0.0 0.0
C -2.333223 0.300152 0.637994 -0.1 0.0 -0.1
C -0.788805 3.001635 -1.514755 0.0 -0.1 0.0
C 3.475058 -2.345951 -0.445712 0.0 0.0 0.0
C 1.445726 -2.635014 0.871172 0.0 0.0 -0.1
C 1.637238 -1.606599 -3.519856 0.0 0.0 0.0
C -0.627432 0.613692 4.070333 0.0 0.1 0.1
C -2.820881 -2.629175 -0.142092 0.0 -0.1 0.0
C -3.067103 3.313673 -3.067907 0.0 0.0 0.0
C -2.775034 -0.486362 4.632706 0.0 0.0 0.0
C 3.366448 1.617619 1.560261 0.0 0.1 0.0
C -1.927728 -1.701885 4.962871 0.0 0.0 0.0
C -1.142488 -0.932025 -4.597449 0.0 -0.1 -0.1
C 0.520100 2.168224 -3.498095 0.0 0.0 0.0
C -3.084259 3.661874 -1.727498 0.0 0.0 0.0
C -0.627756 -1.115011 -1.536252 -0.1 0.4 -0.2
C 4.167129 2.430228 2.340280 0.0 0.0 0.0
C -1.952836 3.517183 -0.929911 0.1 0.0 0.0
C 1.028777 3.839287 -0.201648 0.0 0.0 0.1
H 2.346680 -5.543347 -0.627027 0.0 0.0 0.0
H -0.091504 -4.151788 -2.449131 0.0 0.0 0.0
H -2.136024 -2.989104 0.628569 0.0 0.0 0.0
H -2.834030 -3.367673 -0.946932 0.0 0.0 0.0
H 0.266319 -0.707348 -1.066969 0.7 -1.0 1.2
H -1.476198 3.187055 1.149801 0.0 0.0 0.0
H -2.496070 -2.405072 5.570904 0.0 0.0 0.0
H -1.448578 0.256864 1.271946 0.0 0.0 0.0
H -3.188246 -0.052465 5.548647 0.0 0.0 0.0
H -2.401955 1.313298 0.235308 0.0 -0.1 0.0
H -2.184424 -1.257212 -4.644351 0.0 0.0 0.0
H 5.283410 -1.237204 -0.141933 0.0 0.0 0.0
H -3.958201 3.431120 -3.671968 0.0 0.0 0.0
H -3.674469 -1.077696 -2.858300 0.0 0.0 0.0
H -3.261186 0.599843 -2.470495 0.0 0.0 0.0
H -1.478701 4.871637 0.655583 0.0 0.0 0.0
H -1.728993 -3.753547 -2.995248 0.0 0.0 0.0
H -0.303365 -1.456296 1.290229 -0.1 0.1 -0.1
H -2.366818 1.084789 3.232729 0.0 0.0 0.0
H -3.990999 4.055560 -1.282319 0.0 0.0 0.0
H 1.999043 -2.387593 -4.194487 0.0 0.0 0.0
H 5.135881 -1.969277 -1.748839 0.0 0.0 0.0
H 0.975284 -0.079865 5.020116 0.0 0.0 0.0
H -3.610319 -0.756965 3.987129 0.0 0.0 0.0
H -0.455165 -4.057364 -4.180185 0.0 0.0 0.0
H 1.876523 -0.640994 -3.971825 0.0 0.0 0.0
H 0.923691 1.303738 -2.965172 0.0 0.0 0.0
H -3.220485 0.123269 1.257261 0.0 0.0 0.0
H 0.356385 1.883067 -4.537167 0.0 0.0 0.0
H -1.878449 2.560139 -4.687494 0.0 0.0 0.0
H -1.639212 -2.203890 4.037308 0.0 0.0 0.0
H 4.922283 1.989438 2.975614 0.0 0.0 0.0
H -3.017588 4.018915 0.860776 0.0 0.0 0.0
H 2.755800 5.410425 1.420811 0.0 0.0 0.0
H -0.680668 -1.147984 -5.565920 0.0 0.0 0.0
H -1.139063 0.148981 -4.453240 0.0 0.0 0.0
H 1.288817 2.944221 -3.471871 0.0 0.0 0.0
H -4.542583 -0.227704 -1.574186 0.0 0.0 0.0
H -0.951249 -0.899737 6.709924 0.0 0.0 0.0
H 0.017174 -2.078861 5.824243 0.0 0.0 0.0
H 4.553198 4.464197 2.885686 0.0 0.0 0.0
H -0.114438 -2.884200 2.309821 0.0 0.0 0.0
H 0.890788 -1.437881 2.568345 0.0 0.0 0.0
H 4.200642 -0.525066 -1.333253 0.0 0.0 0.0
H 2.192667 -1.701394 -2.584377 0.0 0.0 0.0
H 0.612852 -4.607965 0.866057 0.0 0.0 0.0
H -3.826071 -2.584527 0.286648 0.0 0.0 0.0
H 4.182038 -4.100724 -1.437441 0.0 0.0 0.0